{"formula": "C46H39ClGeN3OSTi", "method": "the ωB97M-V functional and the def2-TZVPD basis", "orbital_gap_ev": [4.161, 4.142], "multiplicity": 2, "total_charge": -2, "e_lumo_ev": [4.11, 4.11], "molar_mass_g_mol": 837.835, "homo_ev": [-0.054, -0.035], "energy_ev": -157839.81817, "e_above_lowest_kcal_mol": 67.4, "species": ["Ge", "Ti", "Cl", "S", "O", "N", "N", "N", "C", "C", "C", "C", "C", "C", "C", "C", "C", "C", "C", "C", "C", "C", "C", "C", "C", "C", "C", "C", "C", "C", "C", "C", "C", "C", "C", "C", "C", "C", "C", "C", "C", "C", "C", "C", "C", "C", "C", "C", "C", "C", "C", "C", "C", "C", "H", "H", "H", "H", "H", "H", "H", "H", "H", "H", "H", "H", "H", "H", "H", "H", "H", "H", "H", "H", "H", "H", "H", "H", "H", "H", "H", "H", "H", "H", "H", "H", "H", "H", "H", "H", "H", "H", "H"], "positions_angstrom": [[0.01989, 0.57314, -2.32707], [-0.28310, -0.53168, 0.86617], [2.53529, 3.80559, 6.27855], [2.97456, -0.12266, 1.38009], [1.51193, 0.34016, 0.94309], [0.69645, -2.16566, 0.95992], [-1.83477, -1.78009, 1.14033], [-2.18486, 0.60525, -0.35429], [0.02300, -3.02064, 1.83832], [0.70208, -3.97368, 2.60150], [-0.24916, 1.38228, 3.56810], [-3.59053, 2.53490, -0.57989], [2.68696, 3.92517, -2.48357], [2.06717, -3.35655, -4.14220], [-5.70495, -0.37011, 0.36744], [2.12463, -2.24463, 0.75962], [-2.59753, 2.33102, -5.96872], [-4.73259, 1.75980, -0.44512], [0.88082, -1.04502, -3.08299], [2.15231, -4.08055, 2.40112], [3.99001, 2.01301, -1.86921], [-1.03855, -0.09033, -0.92763], [3.91637, 3.36727, -2.16814], [-2.06640, -3.59380, 2.90248], [1.10411, 1.58567, 5.59620], [0.25948, 0.86059, 4.76956], [-3.11130, -1.40097, 0.81484], [2.37836, -2.10922, -4.67140], [-1.11142, 0.59641, 2.68513], [-1.38667, -2.82430, 1.94923], [1.59429, 1.76989, -2.20416], [0.14138, 2.69555, 3.24996], [2.84184, 1.23409, -1.87979], [1.46434, 2.87314, 5.23555], [-1.03841, 1.35600, -3.82369], [2.76827, -3.30629, 1.47697], [3.43054, 1.61516, 1.81446], [2.89812, -0.63762, 3.09305], [-1.23149, 0.60940, -4.98882], [1.79626, -0.96864, -4.13461], [-1.99659, 1.08450, -6.04816], [-0.02382, -4.74820, 3.50689], [-2.34355, 1.96872, -0.49413], [-4.58385, 0.40625, 0.00402], [-4.26033, -2.14758, 1.10863], [-5.53483, -1.63730, 0.86868], [-1.66369, 2.60507, -3.76821], [1.54515, 3.13079, -2.50620], [-3.29608, -0.14407, 0.14781], [1.16985, -3.44931, -3.08893], [-1.38917, -4.54847, 3.66056], [-2.42825, 3.09163, -4.82073], [0.98201, 3.43499, 4.06496], [0.57270, -2.30378, -2.57190], [4.39840, 1.56013, 2.32374], [-3.20344, 2.70301, -6.78747], [-3.11573, -3.42109, 3.08793], [2.92671, 0.17923, -1.64507], [2.61324, 4.98113, -2.72033], [3.83220, -3.45098, 1.29046], [-4.15239, -3.14608, 1.50023], [-1.65028, -0.17707, 3.23812], [-0.13076, -2.37322, -1.74837], [2.70303, -4.81701, 2.97734], [3.08251, -2.02509, -5.49226], [-0.78411, -0.37384, -5.07383], [4.94027, 1.56172, -1.60718], [-2.90594, 4.06095, -4.73393], [2.68172, 2.08644, 2.45006], [0.60395, 3.59432, -2.78071], [0.49405, -5.49144, 4.10605], [0.93387, -4.41320, -2.65299], [-1.41860, 2.52269, -0.58852], [2.53112, -4.25054, -4.54453], [1.48377, 1.15446, 6.51398], [2.24340, -1.50147, 3.18739], [-1.94622, -5.12623, 4.39033], [-3.65411, 3.60360, -0.75732], [2.52894, 0.18552, 3.69867], [4.80918, 3.98208, -2.14993], [3.53401, 2.16953, 0.88576], [-1.58179, 3.21539, -2.87766], [-1.83559, 1.24312, 2.18012], [1.26813, 4.44112, 3.78489], [-6.69449, 0.05654, 0.24362], [3.90607, -0.91901, 3.40280], [-2.12953, 0.47185, -6.93292], [2.42641, -2.16295, -0.28875], [-5.72467, 2.18291, -0.53248], [-0.01044, -0.15123, 5.05387], [2.06921, 0.00114, -4.54234], [-0.21920, 3.13692, 2.32716], [-6.39919, -2.24768, 1.11036]], "forces_ev_per_a": [[-0.408, -0.334, -0.467], [-0.390, 1.124, -0.901], [-0.034, -0.026, -0.033], [-0.974, -0.115, -0.458], [0.732, -0.242, 0.000], [0.117, -0.314, 0.508], [-0.107, -0.116, 0.216], [0.236, -0.759, 0.058], [0.247, 0.158, -0.398], [0.060, -0.081, 0.111], [-0.098, -0.163, -0.198], [0.065, 0.143, -0.027], [-0.028, 0.011, -0.008], [0.016, -0.011, -0.017], [-0.049, 0.096, -0.042], [-0.231, -0.280, 0.190], [-0.031, 0.041, -0.026], [0.003, -0.126, 0.043], [0.041, 0.055, -0.023], [-0.116, 0.006, 0.044], [-0.009, 0.023, 0.058], [0.265, 0.570, 1.176], [0.023, 0.003, 0.016], [-0.042, 0.004, -0.043], [-0.027, 0.023, -0.056], [0.044, -0.012, 0.121], [0.188, -0.007, 0.082], [-0.006, -0.007, 0.023], [0.104, 0.096, 0.049], [0.043, -0.077, -0.085], [0.124, 0.236, 0.068], [0.047, 0.068, 0.029], [0.035, -0.050, -0.016], [0.043, 0.024, 0.067], [-0.048, 0.009, -0.143], [0.110, 0.015, -0.068], [0.176, 0.110, 0.259], [0.057, -0.067, 0.177], [-0.021, -0.004, -0.032], [0.032, 0.013, -0.027], [0.015, -0.020, 0.035], [0.006, -0.024, -0.007], [0.008, 0.047, 0.004], [-0.093, 0.049, -0.002], [-0.158, -0.039, -0.143], [0.116, -0.097, 0.035], [-0.004, 0.031, 0.010], [0.001, 0.043, 0.026], [0.061, -0.023, -0.123], [-0.038, 0.008, 0.046], [-0.076, 0.052, -0.020], [0.006, -0.040, 0.017], [-0.056, -0.004, -0.049], [-0.007, -0.010, 0.006], [0.003, 0.091, -0.004], [0.011, -0.002, -0.002], [0.014, -0.028, 0.035], [-0.025, -0.025, 0.028], [0.002, -0.004, 0.002], [-0.009, -0.001, 0.005], [-0.004, 0.010, 0.000], [0.031, -0.011, -0.012], [-0.002, -0.001, 0.007], [0.001, -0.003, -0.004], [0.000, -0.003, 0.001], [0.032, -0.015, 0.023], [0.007, 0.001, -0.011], [-0.002, 0.004, -0.003], [0.024, -0.008, 0.013], [0.015, -0.041, 0.011], [0.002, -0.001, -0.001], [0.013, -0.009, -0.018], [-0.014, 0.026, -0.009], [-0.001, 0.004, -0.002], [0.002, -0.004, 0.004], [-0.014, 0.005, -0.046], [0.024, -0.011, 0.012], [-0.022, -0.014, 0.003], [0.018, 0.013, -0.003], [-0.001, -0.002, -0.006], [-0.006, 0.015, -0.112], [0.006, -0.025, 0.026], [-0.008, -0.023, 0.010], [0.021, -0.001, 0.025], [0.004, -0.004, -0.007], [-0.012, 0.003, 0.001], [0.002, -0.002, -0.002], [-0.018, 0.057, -0.009], [-0.005, 0.006, -0.005], [-0.014, 0.003, -0.025], [-0.026, 0.001, 0.017], [-0.007, -0.023, -0.004], [-0.008, 0.009, 0.004]]}